(1)
31
Properties=species:S:1:pos:R:3:forces:R:3:lowdin_charge:R:1 method="wB97M-V/def2-TZVPD" charge=0 orbital_gap_ev=8.15 e_tot_ev=-33982.04443 relative_energy_kj_mol=146.6
C -0.701966 0.957279 1.438999 1.90 -0.58 -2.28 -0.012
C -1.509522 0.374462 0.548298 -1.69 -0.49 -0.16 -0.075
C 1.197140 -1.652341 0.715237 -3.16 0.30 1.08 -0.167
C 1.446162 -0.347902 0.620808 2.82 0.17 -2.23 -0.095
C 0.802833 0.850091 1.172127 0.43 1.68 1.57 -0.386
C 1.836506 -2.760440 -0.003544 2.16 -3.15 3.18 -0.135
C -3.946007 0.198525 -1.618013 3.03 2.68 -0.74 -0.106
C -3.071133 0.363380 0.765897 1.83 -0.76 0.16 -0.225
C -3.825111 1.101357 -0.330752 0.41 0.37 -0.10 -0.281
C 3.040673 0.180900 -0.468658 -4.72 0.73 2.72 -0.934
O 1.573336 1.806773 1.437412 -2.13 -1.61 0.30 -0.151
F 2.740798 -0.227119 -1.714977 -0.05 -1.20 -1.18 -0.119
P 2.887638 2.022769 -0.431817 2.32 1.14 -1.85 0.834
P 4.421233 -0.740500 0.211935 1.73 0.44 1.56 0.824
H -1.090790 1.761183 2.027154 0.10 -0.04 1.05 0.111
H -1.108640 -0.102690 -0.403261 -0.50 0.25 1.61 0.130
H 0.256194 -1.950187 1.315880 1.50 0.59 -0.70 0.138
H 2.111930 -2.469691 -0.960484 0.31 0.19 -1.97 0.027
H 1.306210 -3.805746 0.060808 0.70 2.33 -0.30 0.114
H 2.894928 -2.972399 0.538050 -2.26 0.31 -1.16 0.090
H -4.403194 0.753978 -2.536562 0.69 -1.18 1.80 0.098
H -2.794717 0.004492 -1.848661 -2.55 -0.07 -0.10 0.095
H -4.433055 -0.705663 -1.342555 -0.49 -0.77 -0.19 0.042
H -3.352469 -0.669692 0.590315 0.00 -0.57 0.50 0.091
H -3.350932 0.595803 1.847439 0.49 0.12 -1.55 0.133
H -4.813531 1.216943 0.129978 0.04 0.96 -0.58 0.098
H -3.176524 2.029638 -0.489354 -1.76 -0.71 -0.19 0.128
H 1.655728 2.199972 -1.112076 -0.01 -0.40 0.18 -0.072
H 3.617361 2.076452 -1.774687 -0.59 -0.10 1.21 -0.063
H 4.397977 -0.378126 1.678255 -0.40 -0.18 -1.70 -0.037
H 5.390950 0.288502 -0.063199 -0.13 -0.44 0.05 -0.096

---

(2)
13
Properties=species:S:1:pos:R:3:forces:R:3:lowdin_charge:R:1 method="wB97M-V/def2-TZVPD" smiles="CC[C@H](I)[N+](=O)[O-]" charge=0 orbital_gap_ev=9.22 e_tot_ev=-16890.09632 relative_energy_kj_mol=401.1
C 1.593001 -0.627117 0.098778 -1.51 -1.80 -2.07 -0.058
C 0.156132 -0.659804 -0.529478 -0.15 -2.46 1.09 -0.301
C -0.839164 0.038347 0.346079 -0.63 -0.92 1.83 -0.554
I -2.941586 -0.828238 0.304539 1.60 0.62 -0.02 0.760
N -0.943496 1.511232 0.063945 -1.01 -3.03 0.73 -0.520
O -1.681534 2.090768 0.762148 -2.24 2.18 2.43 0.050
O -0.318110 1.959506 -0.804623 2.71 1.80 -3.44 0.119
H 1.617265 0.423619 0.189041 1.75 1.24 0.01 0.052
H 2.285947 -1.216504 -0.590205 -0.54 1.53 0.91 0.109
H 1.632067 -1.060578 1.064307 -0.05 -0.56 0.98 0.053
H -0.234909 -1.611123 -0.962700 0.41 0.26 1.10 0.106
H 0.222061 -0.102981 -1.383333 0.23 1.70 -2.30 0.062
H -0.547673 0.082879 1.441505 -0.55 -0.55 -1.25 0.122

---

(3)
30
Properties=species:S:1:pos:R:3:forces:R:3:lowdin_charge:R:1 method="wB97M-V/def2-TZVPD" charge=0 orbital_gap_ev=10.15 e_tot_ev=-20018.42849 relative_energy_kj_mol=84.8
C 0.826241 -1.706510 -2.195016 6.16 -2.58 1.96 -0.114
N 0.866883 -0.919934 -1.002869 -0.11 1.04 1.45 -0.005
C 1.694482 -1.072344 -0.032739 -0.35 -2.44 -2.38 -0.477
C 2.670490 -2.265556 0.027013 -1.44 1.93 -3.41 0.026
O 1.666233 -0.283630 1.025767 0.78 0.59 0.23 -0.131
Si 0.797099 1.161986 0.893577 -0.33 0.47 0.63 0.623
C 1.121012 2.269860 -0.571730 -3.14 1.20 1.67 -0.179
C -1.012314 0.603581 0.754471 -1.19 0.71 1.80 -0.608
C -1.327299 -0.733263 1.446729 -1.79 0.96 0.65 -0.099
C -1.711762 0.643303 -0.628970 -0.95 2.20 0.12 -0.097
C -1.778468 1.575719 1.689210 2.70 -0.58 1.78 -0.152
H 0.205476 -1.378121 -2.921708 -2.68 0.70 -1.75 0.021
H 1.870562 -1.501023 -2.664943 -1.33 -0.51 0.20 0.107
H 0.912002 -2.874056 -2.025065 -0.89 2.12 -0.38 0.116
H 2.092321 -3.115189 -0.215331 -0.88 -1.32 0.58 0.055
H 3.123404 -2.260160 0.938424 1.65 -0.45 2.22 0.045
H 3.302812 -2.295532 -0.898114 0.19 0.66 1.08 0.101
H 1.266445 1.932231 2.238506 -0.78 -1.05 -1.47 0.039
H 2.120985 2.332333 -0.859282 1.51 0.67 -0.57 0.001
H 0.462880 1.907607 -1.346115 0.26 -0.31 -0.55 0.002
H 0.557498 3.265911 -0.266896 1.73 -1.51 -0.52 0.087
H -1.217213 -0.743529 2.565252 0.08 0.21 -1.05 0.099
H -0.806720 -1.541295 1.040617 0.70 -1.46 -0.70 0.037
H -2.431081 -0.800823 1.205858 1.07 -0.68 0.64 0.093
H -1.023047 0.343222 -1.433193 -0.84 -0.17 0.23 0.043
H -2.101782 1.716546 -0.817977 1.15 -1.23 0.03 0.100
H -2.729330 0.162853 -0.591680 1.28 -0.40 -0.15 0.089
H -1.386455 1.672515 2.749231 -0.24 -0.64 -1.08 0.100
H -1.776973 2.543509 1.383680 0.66 3.26 -1.43 0.030
H -2.788931 1.458871 1.760323 -2.99 -1.41 0.19 0.048

---

(4)
10
Properties=species:S:1:pos:R:3:forces:R:3:lowdin_charge:R:1 method="wB97M-V/def2-TZVPD" smiles=C#CPCS charge=0 orbital_gap_ev=9.24 e_tot_ev=-23312.71563 relative_energy_kj_mol=236.0
C -2.155706 -1.508241 0.088564 1.18 1.57 -0.90 0.024
C -1.526176 -0.513324 -0.211780 1.09 0.60 1.27 -0.435
P -0.449582 0.901066 -0.629457 -0.52 0.28 -1.04 0.779
C 1.403090 0.834319 -0.080923 -0.67 1.86 1.46 -0.838
S 2.030946 -0.865002 0.074174 -0.32 0.17 -0.31 0.605
H -2.634878 -2.426970 0.029915 -0.74 -0.98 0.25 0.004
H -1.034100 2.023252 0.090514 0.46 -1.07 0.08 -0.060
H 1.853143 1.534350 -0.867741 -0.26 -1.71 0.73 0.040
H 1.623267 1.405645 0.897963 -0.68 -1.00 -1.34 0.040
H 0.889994 -1.385093 0.608774 0.46 0.27 -0.20 -0.158